Model i:
{"formula": "C4H7N3S", "method": "ωB97M-V/def2-TZVPD", "elements": ["C", "C", "C", "C", "N", "N", "N", "S", "H", "H", "H", "H", "H", "H", "H"], "xyz": [[-2.1791, 0.6819, 0.9201], [-2.6099, -0.6150, 0.8998], [-0.8812, 0.6466, 0.3708], [1.4273, 1.5001, -0.6761], [-1.5547, -1.4317, 0.4522], [2.1642, -1.1475, -0.7935], [-0.5406, -0.6290, 0.0650], [0.2926, 1.9925, 0.3665], [-2.5348, 1.6321, 1.2031], [-3.5173, -1.0525, 1.2096], [2.1205, 2.3587, -0.8853], [1.5740, 0.5832, -1.1391], [3.0043, -1.8067, -1.0616], [1.9663, -1.2462, 0.2379], [1.2685, -1.4665, -1.1693]], "lowdin_charge": [-0.14, -0.17, -0.63, -0.29, -0.02, -0.06, -0.07, 1.11, 0.07, 0.07, 0.05, -0.05, 0.08, 0.04, 0.00], "charge": 0, "homo_energy_ha": [-0.3080, -0.3081], "gap_ev": [6.75, 6.76], "lumo_energy_ev": [-1.63, -1.63]}

Model ii:
{"formula": "C4H7N3S", "method": "ωB97M-V/def2-TZVPD", "elements": ["C", "N", "N", "C", "C", "N", "C", "S", "H", "H", "H", "H", "H", "H", "H"], "xyz": [[-1.8847, -1.3227, -0.3016], [-0.7963, -0.4031, -0.0510], [-0.9512, 0.5831, 0.9020], [0.2905, 1.2559, 0.9548], [1.1862, 0.6113, 0.1525], [2.5463, 0.8026, -0.0154], [0.4642, -0.4795, -0.4845], [1.0621, -1.6521, -1.5295], [-2.1404, -1.9630, 0.5716], [-1.5648, -1.9732, -1.1449], [-2.7555, -0.7140, -0.5906], [-1.7896, 1.1304, 0.7883], [0.4615, 2.1629, 1.5436], [2.8998, 1.7577, -0.0913], [2.9719, 0.2038, -0.7042]], "lowdin_charge": [-0.04, -0.20, 0.04, -0.03, -0.34, 0.09, -0.74, 0.56, 0.10, 0.06, 0.09, 0.14, 0.12, 0.10, 0.05], "charge": 0, "homo_energy_ha": -0.2771, "gap_ev": 8.25, "lumo_energy_ev": 0.71}

Most stable structure - model ii; separation to the second - 0.1123 hartree.

Model i:
{"formula": "C4H7N3S", "method": "ωB97M-V/def2-TZVPD", "elements": ["C", "C", "C", "C", "H", "H", "H", "H", "H", "H", "H", "N", "N", "N", "S"], "xyz": [[-1.3301, -0.2651, -0.2708], [0.1144, -0.7121, -0.1652], [2.3929, 0.2924, -0.2193], [3.0901, 1.3245, 0.5014], [-1.6936, -2.1778, -1.1129], [-3.1425, -0.9186, -0.6133], [-0.3336, -2.5317, -0.1942], [0.4905, 1.3858, -0.7316], [2.6510, -0.6712, -0.6557], [2.5027, 2.1418, 1.6323], [4.2433, 1.3334, 0.1408], [-2.0743, -1.0982, -0.9029], [0.4213, -1.9811, -0.0212], [1.0355, 0.3778, -0.2205], [-1.6249, 1.0319, 0.6544]], "lowdin_charge": [-0.94, -0.44, -0.29, -0.05, 0.20, 0.17, -0.04, 0.23, 0.10, 0.20, 0.06, 0.05, 0.14, -0.09, 0.70], "charge": 0, "homo_energy_ha": -0.3035, "gap_ev": 8.19, "lumo_energy_ev": -0.07}

Model ii:
{"formula": "C4H7N3S", "method": "ωB97M-V/def2-TZVPD", "elements": ["N", "C", "C", "C", "N", "C", "N", "S", "H", "H", "H", "H", "H", "H", "H"], "xyz": [[1.1353, -1.1390, 0.1832], [-0.1234, -0.6005, 0.7002], [-0.8014, 0.4521, -0.1119], [-1.9526, 0.7740, -0.6634], [-1.9093, 1.9414, -1.2959], [-0.7345, 2.5318, -1.1689], [0.0440, 1.7292, -0.4109], [1.5193, 2.0637, 0.2775], [0.9646, -1.6501, -0.6681], [1.4059, -1.9008, 0.9182], [0.0058, -0.3707, 1.8122], [-0.8746, -1.4433, 0.7903], [-2.7499, 0.1064, -0.6117], [-0.5953, 3.5424, -1.6361], [2.3575, 1.4132, -0.6779]], "lowdin_charge": [-0.04, -0.30, -0.18, -0.17, 0.03, -0.22, -0.47, 0.78, 0.06, 0.12, 0.13, 0.12, 0.10, 0.14, -0.08], "charge": 0, "homo_energy_ha": -0.3297, "gap_ev": 9.63, "lumo_energy_ev": 0.65}

Model iii:
{"formula": "C4H7N3S", "method": "ωB97M-V/def2-TZVPD", "elements": ["H", "N", "C", "N", "N", "C", "C", "C", "S", "H", "H", "H", "H", "H", "H"], "xyz": [[-3.7632, 0.5633, 0.8205], [-3.2084, 0.2424, 0.0079], [-2.0723, -0.1664, 0.3908], [-1.1598, -0.6892, -0.5272], [0.1553, -0.7240, -0.1727], [1.0613, -1.8597, 0.0233], [2.1518, -0.7915, 0.2709], [1.0700, 0.2518, 0.0103], [0.9712, 1.8811, -0.0555], [-1.6923, -0.2112, 1.4070], [-1.3495, -0.4114, -1.4978], [0.7979, -2.4956, 0.8938], [1.1823, -2.4621, -0.8963], [2.9871, -0.7570, -0.4559], [2.5235, -0.7328, 1.2884]], "lowdin_charge": [0.05, 0.08, -0.30, 0.03, -0.18, -0.10, -0.12, -0.84, 0.62, 0.12, 0.16, 0.12, 0.12, 0.12, 0.11], "charge": 0, "homo_energy_ha": -0.3150, "gap_ev": 9.33, "lumo_energy_ev": 0.76}

Model iv:
{"formula": "C4H7N3S", "method": "ωB97M-V/def2-TZVPD", "elements": ["C", "N", "N", "C", "N", "C", "C", "S", "H", "H", "H", "H", "H", "H", "H"], "xyz": [[1.8417, -1.1826, -1.1128], [0.4643, -1.3900, -0.9689], [-0.3309, -0.2276, -0.7095], [-0.6808, 0.8232, -1.5732], [-1.0655, 1.8909, -0.9960], [-0.6245, 1.6478, 0.3130], [-0.1860, 0.3466, 0.5098], [0.0100, -0.4547, 2.1086], [2.4143, -1.2577, -0.1391], [2.3888, -2.0421, -1.6152], [2.1589, -0.4702, -1.7767], [0.1598, -2.2766, -0.6661], [-1.0057, 0.6467, -2.7410], [-0.7817, 2.3900, 1.2141], [-1.0723, -1.4395, 1.8864]], "lowdin_charge": [-0.14, -0.06, -0.10, -0.21, 0.06, -0.18, -0.68, 0.71, 0.09, 0.10, 0.05, 0.11, 0.17, 0.13, -0.06], "charge": 0, "homo_energy_ha": -0.3155, "gap_ev": 9.02, "lumo_energy_ev": 0.43}

Most stable structure - model iii; separation to the second - 0.0032 hartree.

Model i:
{"formula": "C5H6O3", "method": "ωB97M-V/def2-TZVPD", "elements": ["C", "C", "C", "O", "H", "H", "C", "O", "C", "O", "H", "H", "H", "H"], "xyz": [[2.8556, 1.5800, 0.1057], [2.1852, 0.5049, -0.2205], [2.0041, -0.8178, -0.3656], [2.6078, -1.8374, -0.4772], [2.6802, 2.1657, 1.0013], [3.6731, 1.9618, -0.4981], [-2.7055, 0.2296, 0.2459], [-1.3275, 0.0908, -0.0884], [-0.7944, -1.2407, -0.1581], [-1.0496, -2.0809, 0.6760], [-3.3250, 0.4162, -0.6337], [-3.2353, -0.5909, 0.7339], [-2.8006, 1.0768, 0.9284], [-0.7681, -1.4581, -1.2497]], "lowdin_charge": [0.02, -0.06, -0.20, 0.12, 0.06, 0.07, -0.10, -0.14, -0.30, 0.09, 0.08, 0.09, 0.09, 0.16], "charge": 0, "homo_energy_ha": [-0.3198, -0.3198], "gap_ev": [7.69, 7.69], "lumo_energy_ev": [-1.02, -1.02]}

Model ii:
{"formula": "C5H6O3", "method": "ωB97M-V/def2-TZVPD", "elements": ["C", "C", "C", "C", "C", "H", "H", "H", "H", "H", "H", "O", "O", "O"], "xyz": [[-0.7159, 0.7703, 2.2765], [0.3189, 0.2168, 0.0668], [1.3206, -0.4359, -0.6669], [0.8248, -0.7900, -1.9592], [-1.0334, 0.2768, -0.7949], [0.1358, 1.4443, 3.1040], [-1.5075, 0.0345, 2.9419], [-1.5859, 1.4372, 1.6349], [2.2351, -1.0274, -0.3882], [1.1641, -1.8845, -1.9652], [1.2708, -0.1622, -2.8733], [0.3928, 0.3564, 1.3903], [-0.5215, -0.5194, -1.9990], [-2.2985, 0.2831, -0.7676]], "lowdin_charge": [-0.09, -0.18, -0.01, -0.31, -0.16, 0.17, 0.13, 0.13, 0.14, 0.15, 0.17, -0.16, -0.06, 0.06], "charge": 0, "homo_energy_ha": -0.3326, "gap_ev": 9.03, "lumo_energy_ev": -0.02}

Most stable structure - model i; separation to the second - 0.0070 hartree.

Model i:
{"formula": "C2H3NO3P", "method": "ωB97M-V/def2-TZVPD", "elements": ["C", "C", "N", "O", "O", "O", "P", "H", "H", "H"], "xyz": [[-1.4799, 0.5675, -0.1460], [-2.9425, -0.0802, 0.0729], [-1.1409, 1.7455, -0.4053], [-3.9619, 0.5873, 0.2240], [-2.8024, -1.3158, -0.0818], [1.1614, -0.6193, 0.1081], [-0.5759, -1.0621, -0.2206], [-0.1639, 2.0707, -0.7620], [1.4551, -0.9064, -0.7413], [-0.6553, -1.3500, 1.2588]], "lowdin_charge": [-0.50, -0.75, 0.06, -0.03, -0.19, -0.48, 0.89, 0.07, -0.08, -0.01], "charge": -1, "homo_energy_ha": -0.1521, "gap_ev": 8.05, "lumo_energy_ev": 3.92}

Model ii:
{"formula": "C2H3NO3P", "method": "ωB97M-V/def2-TZVPD", "elements": ["C", "C", "N", "O", "O", "O", "P", "H", "H", "H"], "xyz": [[0.1470, -1.6850, -1.2753], [0.1307, -0.8960, -0.2382], [-0.7488, 0.1309, -0.1160], [0.5393, 3.2308, 1.1206], [-1.1015, 0.7483, -1.1015], [-0.3599, 1.6897, 2.9175], [0.2727, 1.8443, 1.5280], [0.8752, -2.5098, -1.2665], [-0.1945, -1.2191, -2.2755], [0.4399, -1.3341, 0.7067]], "lowdin_charge": [-0.01, -0.33, -0.21, -0.53, -0.08, -0.57, 0.51, 0.05, 0.08, 0.10], "charge": -1, "homo_energy_ha": [-0.1408, -0.1408], "gap_ev": [6.64, 6.65], "lumo_energy_ev": [2.81, 2.82]}

Most stable structure - model i; separation to the second - 0.0725 hartree.

Model i:
{"formula": "C5H14S", "method": "ωB97M-V/def2-TZVPD", "elements": ["C", "C", "S", "C", "H", "H", "H", "H", "H", "H", "H", "H", "C", "C", "H", "H", "H", "H", "H", "H"], "xyz": [[-0.4729, -0.0919, 3.0296], [0.0041, -1.3066, 2.2320], [-1.4120, -2.0624, 1.1991], [-2.1037, -0.6951, 0.0718], [-1.5365, -0.0187, 3.4331], [-0.5405, 0.8306, 2.3236], [0.0142, 0.2291, 3.9560], [0.6561, -0.7767, 1.4137], [0.4057, -2.0753, 2.7205], [-1.6989, -1.0494, -0.9034], [-3.2405, -0.7048, 0.1851], [-1.9029, 0.2752, 0.4355], [1.0750, 1.5993, -2.5991], [1.8331, 0.2887, -2.3588], [0.3526, 1.4094, -3.3831], [0.4923, 1.9187, -1.7487], [1.7138, 2.5330, -2.9491], [1.4935, -0.2939, -1.4717], [2.8788, 0.2747, -2.3489], [1.9889, -0.2841, -3.2371]], "lowdin_charge": [-0.21, -0.49, 0.70, -0.37, 0.08, 0.08, 0.06, 0.09, 0.00, 0.02, 0.05, -0.01, -0.16, -0.17, 0.05, 0.04, 0.10, 0.07, 0.03, 0.05], "charge": 0, "homo_energy_ha": -0.3100, "gap_ev": 9.32, "lumo_energy_ev": 0.88}

Model ii:
{"formula": "C5H14S", "method": "ωB97M-V/def2-TZVPD", "elements": ["C", "C", "S", "C", "H", "H", "H", "H", "H", "H", "H", "H", "C", "C", "H", "H", "H", "H", "H", "H"], "xyz": [[1.0025, -0.4381, 1.5616], [1.3279, -1.4143, 0.4425], [0.3509, -2.9377, 0.5093], [-1.0075, -2.4786, -0.5952], [1.6636, 0.4388, 1.5007], [1.0107, -0.8821, 2.5451], [0.0445, 0.0258, 1.3556], [1.2030, -0.9862, -0.5561], [2.3867, -1.6625, 0.4556], [-1.8074, -2.0281, -0.0064], [-0.6943, -1.7634, -1.3565], [-1.4153, -3.3519, -1.1021], [-1.1007, 1.9800, -0.1722], [0.0606, 2.3603, -1.0735], [-1.9853, 2.6242, -0.2546], [-1.3527, 0.9286, -0.2517], [-0.8134, 2.0856, 0.8752], [-0.0651, 1.9721, -2.0768], [1.0226, 2.0886, -0.6421], [0.1685, 3.4390, -1.1584]], "lowdin_charge": [-0.17, -0.57, 0.78, -0.42, 0.07, 0.07, 0.03, 0.06, 0.06, 0.02, 0.03, 0.03, -0.17, -0.16, 0.07, 0.04, 0.06, 0.06, 0.05, 0.06], "charge": 0, "homo_energy_ha": -0.3111, "gap_ev": 9.47, "lumo_energy_ev": 1.01}

Most stable structure - model ii; separation to the second - 0.0731 hartree.

Model i:
{"formula": "C5H3N", "method": "ωB97M-V/def2-TZVPD", "elements": ["N", "C", "C", "C", "C", "C", "H", "H", "H"], "xyz": [[1.3849, -2.0792, -1.8907], [0.7023, -1.3212, -1.2067], [0.2710, -0.4176, -0.4412], [-0.2396, 0.4640, 0.3764], [-1.2930, 1.1254, 1.1535], [-0.0563, 1.6036, 1.2450], [0.9542, -2.8685, -2.3536], [-2.3175, 1.1735, 1.4305], [0.5940, 2.3200, 1.6868]], "lowdin_charge": [0.10, -0.25, -0.02, -0.21, 0.08, 0.06, 0.05, 0.09, 0.10], "charge": 0, "homo_energy_ha": -0.2960, "gap_ev": 8.96, "lumo_energy_ev": 0.91}

Model ii:
{"formula": "C5H3N", "method": "ωB97M-V/def2-TZVPD", "elements": ["C", "C", "C", "C", "C", "N", "H", "H", "H"], "xyz": [[0.6832, 1.6251, -0.6836], [0.1848, 0.6647, 0.1301], [0.8534, -0.5891, -0.5072], [-0.4602, -0.2904, 1.0961], [0.4264, 0.2852, -1.4320], [0.5101, -1.3600, 0.7998], [-0.4610, -0.0360, 2.0699], [-1.5212, -0.4502, 0.7681], [-0.2156, 0.1507, -2.2412]], "lowdin_charge": [0.16, -0.26, 0.00, -0.20, -0.09, 0.08, 0.07, 0.14, 0.11], "charge": 0, "homo_energy_ha": [-0.3342, -0.3344], "gap_ev": [8.43, 8.43], "lumo_energy_ev": [-0.67, -0.67]}

Most stable structure - model i; separation to the second - 0.1754 hartree.